The following is a DFT calculation (ωB97M-V with the def2-TZVPD basis set) of F8N4O16S8Sr as an isolated structure at a distorted geometry.

The geometry in ORCA input format:
```
! wB97M-V def2-TZVPD RIJCOSX def2/J DEFGRID3
* xyz -2 1
Sr -0.288 0.158 -0.355
N -0.436 -2.172 -0.890
S -0.075 -3.392 -1.692
O -1.157 -4.273 -2.055
O 1.308 -3.894 -1.444
F 0.045 -2.653 -3.134
S -0.754 -3.145 0.526
O 0.342 -3.653 1.362
O -1.940 -3.949 0.570
F -1.183 -1.872 1.453
N -2.511 0.968 -0.129
S -4.108 0.314 0.126
O -4.937 0.241 -1.079
O -4.760 0.589 1.435
F -3.676 -1.235 0.212
S -2.960 2.393 0.253
O -3.043 2.722 1.699
O -3.813 3.137 -0.641
F -1.521 3.017 -0.181
N 1.467 1.212 -1.656
S 2.086 2.808 -1.622
O 1.385 3.671 -2.549
O 3.477 3.105 -1.204
F 1.348 3.176 -0.227
S 2.559 0.727 -2.632
O 3.964 0.932 -2.291
O 2.236 0.676 -4.061
F 2.402 -0.867 -2.216
N 1.004 0.014 1.667
S 0.900 0.773 3.106
O 1.538 2.062 3.213
O 0.778 -0.067 4.296
F -0.614 1.216 2.956
S 2.389 -0.467 1.955
O 2.436 -1.673 2.738
O 3.449 0.518 2.002
F 2.664 -1.117 0.487
*
```

Summary:
- energy relative to the best compared isomer or geometry (same formula, charge and spin) (kJ/mol) = 580.2
- energy (eV) = -147976.413
- LUMO level (eV) = 3.901
- HOMO-LUMO gap (Ha) = 0.3669